A molecular structure, C32H70N2O50S12. Source: the Open Molecules 2025 dataset; level of theory: the ωB97M-V functional and the def2-TZVPD basis.

For the lowest unoccupied orbital energy, the calculation gives 0.14 eV. As for the orbital gap: 9.26 eV. For the HOMO energy, the calculation gives -9.121 eV.

Each line ends with the Mulliken charge.
Positions of all 166 atoms, in Å:
C  17.830  13.735  17.037  -0.207
C  17.718  15.002  16.270  1.286
C  16.563  15.040  15.291  -1.437
O  15.444  14.555  15.892  1.913
C  14.414  14.443  14.867  -0.927
N  17.679  16.071  17.302  0.650
H  18.714  13.779  17.724  -0.299
H  17.851  12.843  16.455  0.695
H  16.935  13.507  17.694  -0.689
H  18.565  15.108  15.593  -0.409
H  16.933  14.436  14.489  0.251
H  16.380  16.035  14.886  -0.423
H  13.825  15.423  14.722  -0.402
H  13.843  13.598  15.128  0.263
H  14.908  14.112  13.956  0.022
H  16.877  15.882  17.914  -0.464
H  17.544  16.983  16.892  -0.081
C  13.645  16.195  11.256  0.394
C  14.047  16.405  9.771  -0.026
C  15.574  16.784  9.757  -0.683
O  15.939  17.846  10.667  0.027
C  15.463  19.077  10.288  -0.942
N  13.978  15.097  9.101  -0.633
H  13.689  17.154  11.807  -0.363
H  14.372  15.518  11.728  -0.202
H  12.595  15.828  11.356  0.002
H  13.532  17.123  9.166  0.531
H  15.881  16.937  8.728  0.433
H  16.126  15.904  10.224  0.090
H  14.592  19.250  10.865  0.263
H  15.307  19.044  9.168  0.405
H  16.200  19.853  10.439  0.239
H  14.306  15.118  8.130  0.288
H  14.587  14.504  9.686  0.212
C  15.632  13.670  21.790  -0.354
C  16.502  14.321  20.774  0.758
O  17.686  13.519  20.667  0.264
S  18.073  13.010  22.236  1.218
O  18.643  14.042  23.009  -0.612
O  18.795  11.792  22.042  -0.618
O  16.522  12.693  22.587  -0.487
H  14.745  13.192  21.458  0.230
H  15.307  14.365  22.534  0.393
H  16.673  15.378  21.031  0.290
H  15.994  14.364  19.810  -0.684
C  10.253  12.223  18.022  -0.426
C  10.816  13.659  18.056  -0.254
O  12.284  13.481  17.968  0.207
S  12.719  12.040  18.274  0.648
O  12.754  11.927  19.717  -0.774
O  13.865  11.557  17.583  -0.226
O  11.380  11.374  17.620  -0.335
H  9.577  12.110  17.196  0.246
H  9.890  11.751  18.938  0.284
H  10.623  14.102  19.077  0.244
H  10.621  14.265  17.125  0.297
C  14.190  21.300  14.750  -0.455
C  15.033  21.059  13.489  -0.684
O  15.267  19.642  13.455  0.022
S  13.991  18.968  14.001  0.550
O  14.239  17.690  14.583  -0.007
O  12.982  19.172  13.009  -0.676
O  13.813  20.025  15.226  -0.298
H  13.380  21.992  14.675  0.308
H  14.831  21.490  15.571  0.282
H  16.004  21.489  13.409  0.456
H  14.399  21.436  12.680  0.306
C  23.711  14.900  15.837  -0.575
C  22.198  14.875  16.075  0.901
O  21.780  16.151  15.629  -0.675
S  22.598  16.653  14.331  1.388
O  22.914  17.999  14.567  -0.647
O  21.979  16.288  13.104  -0.497
O  23.832  15.604  14.567  -0.442
H  24.187  13.938  15.661  0.254
H  24.193  15.491  16.593  0.421
H  21.910  14.700  17.112  0.515
H  21.781  14.065  15.426  -0.994
C  11.390  12.202  11.533  -0.011
C  10.277  13.118  11.241  -0.425
O  9.417  13.059  12.395  -0.431
S  10.441  13.126  13.631  1.065
O  9.898  12.616  14.824  -0.576
O  10.914  14.478  13.737  -0.528
O  11.545  12.258  12.999  -0.025
H  12.331  12.620  11.152  0.036
H  11.305  11.116  11.283  0.311
H  9.664  12.825  10.409  0.371
H  10.552  14.116  10.947  0.176
C  20.740  17.708  18.134  0.408
C  19.765  18.365  19.192  -0.367
O  19.469  17.256  20.091  -0.362
S  20.542  16.092  19.987  1.018
O  19.910  14.856  20.224  -0.274
O  21.685  16.433  20.779  -0.674
O  20.874  16.328  18.476  0.016
H  21.647  18.298  18.062  0.521
H  20.325  17.713  17.161  -0.597
H  18.877  18.722  18.723  0.131
H  20.254  19.157  19.750  0.376
C  21.693  13.675  11.386  -0.647
C  21.623  13.065  12.842  -0.094
O  20.302  13.263  13.328  0.100
S  19.381  13.833  12.198  0.772
O  18.629  14.885  12.793  -0.017
O  18.758  12.792  11.436  -0.640
O  20.497  14.595  11.369  -0.315
H  21.549  12.948  10.604  0.339
H  22.527  14.338  11.336  0.349
H  22.238  13.787  13.467  -0.191
H  21.924  12.025  12.957  0.491
C  16.030  10.849  14.564  0.481
C  14.793  9.989  14.595  -0.478
O  13.886  11.005  13.903  -0.159
S  14.709  11.399  12.594  0.705
O  14.252  12.717  12.307  -0.058
O  14.588  10.462  11.494  -0.689
O  16.099  11.282  13.174  -0.158
H  16.858  10.255  14.801  0.620
H  15.801  11.657  15.236  -0.595
H  14.342  9.840  15.578  0.275
H  14.787  9.038  14.039  0.223
C  17.765  17.694  13.649  0.790
C  18.759  18.684  13.008  -0.377
O  18.538  19.934  13.749  -0.478
S  18.380  19.528  15.218  1.227
O  17.625  20.523  15.898  -0.691
O  19.642  19.137  15.809  -0.570
O  17.469  18.283  14.880  0.337
H  18.177  16.709  13.842  -0.520
H  16.867  17.511  13.064  -0.008
H  18.458  18.862  11.960  0.262
H  19.780  18.387  12.915  0.279
C  12.874  16.796  17.080  0.562
C  14.178  17.488  17.347  1.098
O  14.618  17.134  18.657  -0.163
S  13.417  16.645  19.586  0.896
O  12.924  17.635  20.521  -0.667
O  13.754  15.394  20.194  -0.358
O  12.329  16.500  18.424  -0.395
H  13.039  15.829  16.675  -0.382
H  12.241  17.439  16.509  0.432
H  14.126  18.566  17.273  0.173
H  14.943  17.142  16.625  -1.053
C  20.548  9.793  18.547  -0.343
C  20.164  11.217  18.840  0.240
O  20.013  11.783  17.572  0.209
S  21.351  11.362  16.774  1.289
O  22.503  12.062  17.314  -0.649
O  21.138  11.430  15.389  -0.558
O  21.347  9.936  17.292  -0.455
H  19.761  9.158  18.209  0.137
H  21.269  9.279  19.155  0.313
H  21.026  11.658  19.372  0.167
H  19.237  11.190  19.422  -0.564
C  15.694  9.956  20.204  -0.174
C  16.477  10.908  19.305  2.734
O  17.249  10.034  18.380  -0.366
S  16.448  8.679  18.060  1.191
O  17.411  7.641  17.975  -0.637
O  15.531  8.817  16.974  -0.540
O  15.562  8.663  19.381  -0.443
H  14.710  10.269  20.492  0.324
H  16.240  9.685  21.111  0.363
H  17.189  11.468  19.773  -1.706
H  15.855  11.514  18.630  -0.940

Forces on the atoms, in the same order (eV/Å):
-0.3 -1.0 2.1
-0.4 1.6 0.4
1.6 0.4 0.6
-2.5 -0.5 -0.4
0.7 1.3 0.2
0.0 -0.3 0.0
-0.8 -0.1 -0.7
0.5 -0.6 -0.8
0.7 0.8 -0.5
0.7 0.3 0.4
-0.3 -0.7 -1.0
0.1 0.3 0.0
0.9 -1.7 0.1
-1.4 -0.7 0.6
-0.1 0.6 -0.3
0.4 0.2 -0.3
-0.1 0.1 -0.2
-0.8 1.0 -0.5
2.1 -1.1 0.8
-0.2 -1.0 2.4
1.0 -1.8 -0.4
0.2 0.2 -2.2
-0.1 -0.2 0.4
0.0 -0.5 -0.4
-0.4 0.0 -0.1
0.9 0.0 -0.1
-0.9 0.5 0.1
0.4 0.4 -0.2
-0.6 0.9 -0.9
-1.3 0.8 0.1
-0.4 0.5 1.0
0.3 0.3 0.4
0.0 0.0 0.6
-0.4 -0.1 -0.9
0.8 -0.5 2.5
0.2 0.7 -1.1
0.2 0.0 2.0
-1.2 -0.7 -3.0
-0.4 0.5 0.4
-0.5 0.2 0.3
0.2 1.0 -1.0
-0.3 -1.1 -0.5
-0.2 0.6 0.4
0.6 -0.4 0.1
0.3 -0.4 -0.1
0.9 -1.0 -0.8
0.8 0.2 0.6
0.1 1.4 -0.7
-1.1 -1.5 1.6
-0.3 -0.4 -1.0
-0.4 0.6 -0.6
1.2 0.5 0.8
-0.6 0.0 -0.1
-0.2 0.8 0.1
0.0 0.1 -1.5
-0.4 -0.6 1.4
1.9 -0.3 1.1
-1.1 0.5 -0.6
1.1 0.1 -0.5
-1.5 0.1 0.8
0.0 0.7 -0.7
-0.1 -0.3 0.6
-1.4 -2.3 -1.2
-0.5 0.2 -0.3
0.8 1.7 0.6
0.5 0.5 0.5
0.4 -0.7 -0.5
-0.5 0.3 -0.5
0.6 -1.9 -0.8
-0.4 0.8 -0.7
0.3 -2.2 1.4
0.6 0.9 0.1
-0.1 -0.1 0.0
-0.7 1.0 -0.4
-0.2 0.0 0.3
0.5 0.1 0.4
0.0 0.3 -0.2
-0.1 0.7 0.6
2.2 -0.9 0.4
-1.9 0.0 -1.0
0.3 0.0 0.7
0.2 3.0 -0.2
-0.7 -1.4 0.4
0.0 -0.2 -0.3
0.0 -0.9 -0.3
-0.3 -0.5 -0.1
-0.3 1.1 0.1
-0.3 -0.7 -0.3
0.5 0.7 0.7
-0.8 1.1 0.4
1.6 -1.7 -0.1
-0.5 0.4 -0.1
0.7 1.4 1.3
-0.2 -0.5 -0.6
-0.2 0.0 -0.3
0.5 -0.3 -0.2
0.6 -0.5 0.4
-0.5 -0.1 -0.7
-0.8 0.0 -0.1
0.0 0.0 0.1
-2.0 0.3 1.5
1.5 1.8 0.1
-0.3 -0.6 -0.1
-0.6 1.1 -0.5
-0.8 -0.3 -0.1
0.6 0.6 0.6
1.1 -1.8 -0.1
0.3 -0.1 -0.3
0.6 0.1 -0.5
-0.4 -1.4 -0.7
0.0 0.2 -0.1
-1.5 -1.0 0.0
-1.9 0.9 -0.2
1.0 -1.8 -0.4
-3.7 -0.6 -2.3
0.8 0.6 -0.1
0.2 0.5 1.5
2.3 0.3 1.3
1.7 -0.3 0.2
0.6 0.7 0.1
0.3 0.2 -0.3
0.3 0.5 0.0
1.2 -0.9 -0.8
-1.6 0.2 -2.1
1.1 -0.1 -1.8
0.8 -0.1 1.8
-0.3 -0.2 -0.1
-1.4 0.1 -1.0
-0.9 0.4 2.3
0.4 0.1 -0.2
-0.2 0.6 0.0
-0.1 0.3 0.6
0.8 -0.1 0.9
0.4 -0.5 1.8
1.4 0.2 -1.0
-0.3 -0.5 0.9
-1.3 1.0 1.3
0.9 -0.6 -1.5
0.2 0.0 -0.8
0.2 0.4 -0.2
0.0 -0.7 -0.8
-0.8 0.0 -0.1
-0.2 0.3 0.1
-0.4 0.1 0.7
1.3 -0.5 -1.7
0.5 -1.0 2.0
0.4 0.8 -1.2
1.1 1.8 1.6
-1.2 -0.4 -0.5
-0.5 0.0 -1.2
0.2 -1.6 0.1
-0.8 -0.4 0.3
-0.2 0.0 1.0
-0.8 0.4 0.0
0.3 0.7 -0.2
0.9 -1.6 -0.7
-1.8 -1.8 -2.7
-0.6 -0.3 0.4
-0.5 0.9 0.6
0.1 -0.1 0.4
0.4 0.2 0.1
0.5 1.2 0.8
-0.6 0.2 -0.3
0.1 -0.1 -0.3
1.6 1.5 1.5
0.0 -0.1 0.6